The following is a DFT calculation (ωB97M-V with the def2-TZVPD basis set) of 3 unconnected molecules or ions with the total composition C17H37N2O12P2S in a non-equilibrium geometry.

Results
2S+1	1
LUMO energy	-4.704	eV
charge	+1
E	-2762.49238	Ha

The geometry in XYZ format:
```
71
Properties=species:S:1:pos:R:3:forces:R:3:mulliken_charge:R:1
C -1.392973 -2.110003 0.954209 -2.506 -3.256 -6.001 -0.403
C -1.829436 -2.919239 0.001395 1.540 3.765 3.983 -0.947
C -2.300251 -3.853231 -1.226362 3.421 -0.236 0.830 0.370
C -2.305759 -5.432587 -0.896291 -1.610 -0.206 1.218 0.184
C -1.043205 -5.958727 -0.045345 0.031 -0.564 -0.906 -0.992
C 0.382102 -5.369497 -0.509384 0.694 -0.293 0.493 -0.532
C 0.762962 -5.651130 -2.055312 0.483 -1.054 1.219 -0.628
S 1.435106 -4.140365 -2.955294 2.845 -0.878 -7.030 1.154
O 2.598755 -4.647487 -3.817244 -3.085 1.162 3.779 -0.623
O 0.409891 -3.573725 -3.929931 1.609 -0.637 4.526 -0.585
O 2.087796 -2.985155 -1.925662 -1.440 -1.470 -0.407 -0.495
O -2.546697 -6.222039 -2.117162 -0.301 1.829 0.510 -0.376
C -3.824575 -5.883247 -2.721086 -0.350 -0.568 -0.507 -0.386
C -4.030115 -4.308134 -3.017741 -0.300 -1.127 -2.022 -0.669
N -3.607664 -3.427476 -1.835786 -0.721 -0.384 -0.419 0.394
C -4.779936 -3.412973 -0.885384 -2.262 1.382 0.614 -0.500
C -5.561873 -1.989052 -1.135276 -2.272 0.011 2.899 -0.104
N -6.565649 -1.643610 -0.326387 3.460 -1.472 -2.642 -0.571
H -1.046264 -1.141437 1.499512 -0.725 -2.349 -0.953 0.432
H -1.490993 -3.697468 -2.057660 -1.452 -0.170 1.316 0.038
H -3.251063 -5.623035 -0.229867 1.571 0.367 -0.932 0.419
H -1.267758 -5.815496 1.079942 0.550 0.086 -1.943 0.365
H -0.996814 -7.114680 -0.210459 -0.259 2.072 0.224 0.357
H 1.188608 -5.923012 0.131269 -1.519 1.094 -1.107 0.403
H 0.539670 -4.248399 -0.301480 -0.616 -1.704 -0.127 0.335
H -0.071624 -6.122626 -2.689061 1.143 1.242 0.789 0.305
H 1.644951 -6.417162 -2.071745 -1.461 1.707 -0.243 0.437
H 2.871577 -3.323685 -1.425099 -0.627 -0.049 -0.794 0.370
H -3.876965 -6.440690 -3.742770 0.226 1.130 1.810 0.345
H -4.679731 -6.354989 -2.080812 1.361 1.186 -0.884 0.290
H -5.163190 -4.166107 -3.263555 2.088 0.069 0.767 0.401
H -3.477083 -3.935340 -3.976516 -0.585 -0.908 1.935 0.388
H -3.442116 -2.483475 -2.265621 -0.361 -0.770 0.887 0.446
H -4.507305 -3.529631 0.224212 0.074 0.464 -1.828 0.419
H -5.557700 -4.252518 -1.116217 1.785 1.415 0.167 0.412
H -5.233495 -1.263110 -1.983876 -0.563 -1.376 1.449 0.279
H -6.718898 -2.384980 0.396118 0.138 0.641 -0.648 0.274
C -1.152678 1.484012 -1.513664 -0.441 -0.201 -0.461 -0.714
O -1.266525 1.689769 -0.109714 2.734 0.143 -2.229 -0.223
P -0.257414 2.959729 0.486293 -5.537 2.020 8.583 0.949
O -0.491630 2.430311 1.899588 0.895 -0.841 -1.015 -0.617
O -1.401854 4.077812 0.099768 1.171 0.356 -0.623 -0.306
C -2.765154 3.837437 0.408284 -0.546 -0.387 -0.252 -0.654
O 0.751838 4.227177 1.057651 1.676 -0.715 -4.028 -0.402
C 0.466907 4.811856 2.316525 -0.304 -0.237 1.030 -0.460
H -1.916802 0.763875 -1.824520 0.115 0.102 0.087 0.096
H -1.315853 2.421817 -2.055507 -0.012 -0.092 -0.098 0.385
H -0.166584 1.085454 -1.753430 -0.057 -0.113 -0.220 0.341
H -2.880297 3.156727 1.255291 0.183 -0.003 -0.075 0.318
H -3.271815 3.423778 -0.464682 -0.127 -0.040 0.065 0.256
H -3.237639 4.788822 0.660619 0.308 0.060 -0.118 0.272
H 0.821925 4.161979 3.120475 -0.182 0.089 -0.144 0.227
H -0.599635 5.013177 2.436715 0.032 -0.117 -0.069 0.261
H 1.010296 5.758010 2.385739 0.139 -0.166 -0.457 0.204
C 6.267163 6.636336 5.123227 0.649 -0.028 0.512 -0.773
O 5.607227 5.679602 4.300398 -0.974 3.464 0.652 -0.253
P 4.851160 6.362691 2.907472 0.171 -8.906 -5.311 1.012
O 4.070927 5.061837 2.726138 -0.378 1.078 1.059 -0.592
O 6.274052 6.292229 2.082731 -0.493 1.341 -0.202 -0.299
C 7.075599 5.123896 2.145460 0.456 -0.309 0.479 -0.635
O 4.109612 7.074977 1.529393 0.695 3.445 2.332 -0.453
C 3.781652 6.240143 0.431328 -0.344 -0.798 -0.104 -0.168
H 6.826574 6.103421 5.898527 -0.158 0.052 -0.158 0.243
H 6.970840 7.233082 4.532765 0.024 0.028 0.099 0.356
H 5.534133 7.289906 5.596287 0.131 0.043 0.184 0.320
H 6.483442 4.231237 2.361384 -0.099 0.170 0.060 0.329
H 7.843971 5.246379 2.909707 0.028 -0.148 0.003 0.256
H 7.569219 4.988442 1.180898 -0.145 0.298 -0.008 0.264
H 2.866272 5.681283 0.644540 0.268 -0.082 -0.012 -0.027
H 4.596141 5.553668 0.190968 -0.049 0.011 0.108 0.216
H 3.592615 6.874668 -0.438944 0.168 0.330 0.310 0.266
```
Positions in Å, forces in eV/Å.

The following is a DFT calculation (ωB97M-V with the def2-TZVPD basis set) of a molecular structure, C17H37N2O8V in a non-equilibrium geometry.

Results
2S+1	1
LUMO energy	6.898	eV
charge	-4
E	-2324.73427	Ha

The geometry in XYZ format:
```
65
Properties=species:S:1:pos:R:3:forces:R:3:mulliken_charge:R:1
O -0.496805 -0.132895 -1.193051 0.151 -0.023 -0.032 -0.654
V -0.974416 1.183017 -0.387474 -3.985 1.872 -0.091 1.239
O 0.270984 2.062182 -0.038119 0.802 0.015 0.055 -0.619
O -3.612267 3.862580 -4.072119 -0.112 -0.772 0.003 -1.034
C -2.580058 2.945250 -4.112121 -1.740 2.004 0.068 -0.550
C -2.520875 1.925031 -2.964118 0.329 -1.659 0.842 0.079
O -2.278808 2.277436 -1.597039 2.389 -1.284 1.271 -0.594
H -1.670187 3.560198 -4.255506 0.725 -0.700 0.380 0.163
H -2.707927 2.327768 -5.039481 0.452 -0.632 -0.016 0.253
H -1.799259 1.120021 -3.211611 0.232 0.302 -0.371 0.117
H -3.460125 1.341694 -2.909612 -0.405 0.452 -0.540 0.104
O 0.479001 6.344105 0.698498 0.176 0.015 -0.906 -0.827
C 0.583490 5.626467 -0.454891 0.677 -0.203 3.178 0.294
C 0.001476 6.263791 -1.802201 -2.239 1.415 -1.564 -0.083
O -1.109656 7.026725 -1.752122 0.684 -0.339 0.455 -0.735
H 0.177593 4.601382 -0.267791 -0.395 0.496 -0.774 -0.199
H 1.667901 5.479004 -0.659332 0.150 -0.098 -0.693 0.083
H -0.221865 5.400038 -2.458595 0.481 -0.478 0.154 -0.070
H 0.795374 6.872205 -2.293583 0.733 -0.147 0.366 0.281
C -1.549140 -0.808265 3.934161 0.108 0.265 0.591 -2.131
C -0.950064 -0.676543 2.501929 0.234 -0.565 0.730 1.934
C -0.425621 -2.064716 2.127744 -1.198 -1.814 -1.070 -0.782
C -1.545249 -3.063638 1.707309 -0.776 1.240 0.656 -0.853
C -2.457210 -2.419912 0.672013 0.310 -0.844 -0.647 -1.353
C -3.010315 -1.046145 1.008613 -0.818 0.022 1.174 1.667
N -1.933136 -0.223534 1.535751 1.633 0.588 -1.700 1.560
O -2.149442 1.176215 1.605199 0.099 -0.387 -1.443 -0.802
C -4.188677 -1.170901 2.045503 0.422 0.501 -0.345 -2.078
C -3.646277 -0.466375 -0.275498 0.845 0.183 0.805 -1.958
C 0.280091 0.258144 2.546727 -0.520 0.238 0.730 -2.303
H -2.403081 -0.151719 4.106180 -0.079 -0.024 -0.328 0.364
H -0.845811 -0.531763 4.728785 0.262 -0.068 -0.205 0.450
H -1.824410 -1.847298 4.133817 -0.280 0.068 0.026 0.341
H 0.068183 -2.566978 2.962623 0.582 0.479 -0.011 0.452
H 0.158400 -2.081294 1.205193 0.646 0.670 0.373 -0.446
H -2.202423 -3.293320 2.558151 0.245 -0.221 0.165 0.395
H -1.156651 -4.004172 1.313655 0.235 0.011 0.100 0.442
H -3.276466 -3.133968 0.510055 -0.222 0.265 -0.123 0.430
H -1.935566 -2.348458 -0.288930 0.140 0.165 0.079 0.435
H -3.847667 -1.462168 3.038502 -0.073 -0.512 -0.133 0.372
H -4.941271 -1.837902 1.617936 -0.122 -0.098 0.309 0.440
H -4.623104 -0.178549 2.187586 -0.043 0.024 -0.173 0.390
H -4.136997 0.472740 -0.027855 -0.259 -0.083 -0.223 0.448
H -4.305128 -1.239617 -0.672470 -0.247 0.206 -0.101 0.418
H -2.875698 -0.236274 -1.011194 -0.152 -0.208 -0.179 0.415
H -0.023099 1.257773 2.857628 -0.139 0.144 -0.613 0.482
H 0.812023 0.267303 1.599334 -0.026 0.190 -0.029 0.218
H 0.964224 -0.019588 3.357792 0.013 -0.623 -0.212 0.548
C 2.401692 -1.702972 -0.822271 1.228 -0.013 -0.895 -1.334
C 3.892545 -1.446701 -0.466005 -0.284 -0.045 -0.543 0.819
C 4.741266 -2.675801 -0.804167 -0.748 -0.240 0.961 -0.817
O 6.083317 -2.476091 -0.451545 0.238 0.145 0.045 1.326
C 6.974297 -3.480252 -0.843613 0.173 -0.997 0.633 -4.836
N 4.424643 -0.238971 -1.118860 -0.783 -0.151 -0.449 -0.761
H 1.907239 -2.407569 -0.156391 -0.092 0.222 0.182 0.274
H 2.392475 -2.145432 -1.826149 -0.244 0.026 -0.028 0.333
H 1.902872 -0.736386 -0.908627 -0.462 -0.287 0.354 0.155
H 3.896893 -1.298068 0.618815 0.507 0.027 -0.032 0.212
H 4.707039 -3.098478 -1.815762 -0.379 0.632 -0.312 0.366
H 4.198773 -3.412278 -0.179343 0.772 -0.565 0.032 0.348
H 6.665615 -4.469758 -0.476281 -0.188 -0.015 -0.006 0.718
H 7.941111 -3.314195 -0.365533 -0.004 0.346 -0.082 1.145
H 7.140382 -3.636738 -1.915232 -0.290 0.481 -0.182 0.651
H 4.535377 -0.493716 -2.101623 0.318 0.024 0.056 0.339
H 3.620471 0.388332 -1.183382 0.315 0.360 0.278 0.319
```
Positions in Å, forces in eV/Å.

The following is a DFT calculation (ωB97M-V with the def2-TZVPD basis set) of 2 unconnected molecules or ions with the total composition C17H37NO4S.

Results
SMILES	COCCCCCCCCC[C@H](N)COC.O=S1(=O)CCCC1
2S+1	1
LUMO energy	0.745	eV
E	-1423.79598	Ha

The geometry in XYZ format:
```
60
Properties=species:S:1:pos:R:3:forces:R:3:nbo_charge:R:1
C 3.316226 -3.905837 0.144526 -0.047 -0.013 -0.027 -0.253
O 3.860983 -4.054792 -1.148933 -0.087 -0.029 0.036 -0.536
C 3.372738 -3.102170 -2.073980 0.038 0.018 0.010 -0.051
C 3.807847 -1.675839 -1.767579 -0.011 0.028 0.027 -0.436
C 3.652110 -0.756636 -2.974393 -0.013 -0.066 0.000 -0.388
C 4.145390 0.664231 -2.720390 0.002 -0.014 0.010 -0.386
C 3.469774 1.335708 -1.524345 0.029 0.012 0.008 -0.412
C 3.450787 2.859196 -1.626904 -0.022 0.037 -0.007 -0.396
C 3.204428 3.579152 -0.298791 -0.018 0.026 -0.049 -0.386
C 2.008431 3.041350 0.485423 -0.058 -0.099 -0.137 -0.408
C 0.655147 3.366908 -0.176010 0.023 -0.031 0.071 -0.409
C -0.080594 2.225413 -0.878305 0.048 -0.075 -0.108 -0.064
N -1.422431 2.696506 -1.221530 -0.013 0.190 -0.066 -0.839
C -0.230479 0.979743 -0.025688 0.079 -0.033 0.025 -0.064
O -0.990710 0.041426 -0.755197 -0.052 0.037 -0.053 -0.551
C -1.405473 -1.046340 0.041595 0.041 0.009 0.083 -0.245
H 2.243410 -3.677664 0.097916 0.023 -0.021 0.002 0.163
H 3.446437 -4.852736 0.666352 0.041 0.027 0.008 0.192
H 3.814972 -3.114691 0.714834 -0.012 0.004 -0.033 0.166
H 3.760156 -3.410064 -3.048138 0.009 -0.005 0.049 0.183
H 2.274780 -3.160665 -2.113381 0.023 0.015 -0.046 0.158
H 3.221151 -1.283410 -0.932312 0.040 -0.015 0.028 0.199
H 4.853538 -1.693794 -1.441894 0.016 -0.009 -0.053 0.204
H 2.597845 -0.720811 -3.271514 -0.011 -0.009 0.016 0.196
H 4.198238 -1.188572 -3.819108 -0.015 0.029 -0.009 0.200
H 3.977392 1.269425 -3.616953 -0.007 -0.029 0.003 0.200
H 5.227698 0.639604 -2.557313 0.010 0.077 -0.043 0.196
H 2.444759 0.962095 -1.446447 -0.011 -0.004 0.027 0.197
H 3.972587 1.038293 -0.597506 -0.007 -0.014 -0.022 0.198
H 4.403389 3.197671 -2.044983 0.003 0.049 0.016 0.204
H 2.683110 3.158388 -2.350252 0.025 -0.056 -0.026 0.193
H 4.106888 3.525922 0.316918 -0.011 -0.104 0.013 0.200
H 3.033750 4.641212 -0.502260 0.083 0.023 0.044 0.198
H 2.119316 1.961718 0.594842 0.028 0.033 0.101 0.202
H 2.032575 3.440709 1.499443 -0.022 0.098 -0.007 0.211
H 0.819176 4.146348 -0.928580 -0.070 0.063 0.052 0.198
H -0.037404 3.789682 0.557665 0.015 -0.057 0.024 0.214
H 0.485495 1.932371 -1.775866 0.010 0.020 0.028 0.166
H -1.832194 2.116920 -1.943256 -0.022 -0.056 0.103 0.369
H -1.377641 3.645524 -1.575764 0.000 -0.055 -0.050 0.353
H 0.749748 0.542264 0.209702 -0.047 0.017 0.055 0.161
H -0.731286 1.235936 0.919586 -0.039 0.001 -0.050 0.170
H -2.027200 -1.694152 -0.572471 0.005 0.011 -0.013 0.191
H -1.989145 -0.708645 0.903786 0.035 -0.037 -0.050 0.180
H -0.547393 -1.623401 0.411178 -0.016 0.023 -0.008 0.161
C -7.110040 -1.696574 3.343881 0.014 0.000 -0.003 -0.408
C -6.785516 -0.591944 2.328447 0.024 0.007 0.016 -0.403
C -5.328730 -0.177616 2.557749 -0.061 0.030 -0.041 -0.675
S -4.495217 -1.638496 3.204482 0.006 0.023 -0.012 2.169
O -4.057176 -1.366763 4.549622 0.006 0.002 0.025 -0.943
O -3.559995 -2.146068 2.233349 0.007 -0.057 0.011 -0.948
C -5.949902 -2.682873 3.271462 -0.065 -0.004 -0.009 -0.671
H -8.058121 -2.184505 3.122511 -0.005 0.007 0.001 0.226
H -7.175708 -1.276413 4.349541 0.004 -0.002 0.002 0.217
H -6.904298 -0.980819 1.315438 0.006 -0.014 0.002 0.211
H -7.452737 0.262152 2.433199 -0.005 -0.002 -0.012 0.227
H -4.809629 0.129088 1.652951 0.018 0.007 0.008 0.255
H -5.231401 0.593427 3.319620 0.007 -0.021 0.023 0.248
H -5.851692 -3.339399 4.132584 0.028 0.007 0.004 0.256
H -5.968159 -3.266690 2.351440 0.005 0.000 0.000 0.239
```
Positions in Å, forces in eV/Å.